No. 1
C38H54BF8NO4P3S2ScSi | the ωB97M-V functional and the def2-TZVPD basis

Geometry as XYZ:
```
113
Properties=species:S:1:pos:R:3:lowdin_charge:R:1
C -3.3724 4.3385 -1.1344 -0.073
H -1.3181 -3.9216 -0.1417 0.040
H 1.8058 4.4640 -1.7836 0.058
C 0.8190 -3.2927 -4.2214 -0.099
H -3.9517 -1.0696 0.3153 0.099
C -1.4030 -1.1993 2.6663 -0.357
C 5.0347 -1.2012 -1.7416 -0.684
H 1.3076 6.1374 -1.6318 0.091
C 1.0251 -2.4276 -2.9755 -0.516
H -3.5887 1.2202 1.7140 0.099
H -4.9188 3.0692 -1.9201 0.104
C -2.1502 4.3670 -0.4835 -0.100
H 0.0552 2.4014 4.2671 0.089
C 0.9409 0.1037 -5.0741 -0.108
B 1.0821 2.3988 -2.8528 -0.666
H 2.4262 -3.8206 1.9740 0.121
C 2.5321 -2.7415 2.1529 -0.318
H 1.6039 -4.0538 -4.2493 0.084
O 2.5416 -0.8162 -0.9215 -0.412
C 1.3596 -2.2483 2.9948 -0.478
H 2.6128 6.1364 0.3525 0.084
C -1.7358 -4.2480 0.8123 -0.124
S 3.4738 0.4603 1.7489 1.033
O 2.3104 1.1288 1.0676 -0.605
H -4.4794 0.7812 3.9554 0.104
H 1.8159 -4.0151 -1.7368 0.088
C 0.1470 3.5095 2.4273 -0.527
F 5.0626 -2.4278 -1.2342 0.157
C 2.1670 5.2408 0.7901 -0.103
C -3.6076 0.2383 3.6071 -0.080
P -0.0486 -0.9303 -2.6975 1.076
H -0.4684 5.6170 2.4737 0.067
H -2.4281 -3.9570 3.4016 0.073
C -3.4957 -1.4712 -0.5827 -0.116
H -1.4972 -0.1822 -6.1850 0.084
F 5.6894 1.5262 2.6359 0.139
C 0.9689 -3.3238 -1.7335 -0.121
C -0.1561 2.2394 3.2069 -0.101
H 1.1816 3.7828 2.6475 0.082
C -0.7759 4.6452 2.8614 -0.096
C -2.9694 -0.6677 4.4411 -0.078
H -3.8366 1.0020 -1.2124 0.090
H 2.8768 4.4214 0.6493 0.070
H -3.8471 5.2630 -1.4402 0.104
H -0.1311 -3.8254 -4.1933 0.064
C -1.6641 -1.5716 -2.1287 -0.354
C 0.8336 4.9453 0.0918 -0.536
H -0.8857 -4.3394 4.1654 0.048
H -1.8019 4.4554 2.5361 0.080
H 0.9815 -2.7612 -0.7994 0.024
C -3.3435 1.9446 -0.9979 -0.094
F 4.7807 2.6654 1.0297 0.149
O 3.7968 1.1418 -1.4319 -0.283
H -4.1182 -3.7638 -2.9919 0.105
C -3.1085 0.4709 2.3360 -0.124
H 4.4708 -2.5164 2.2188 0.075
H -5.1661 -2.7541 -0.9786 0.106
H 0.1002 4.8969 -1.9746 0.068
H 1.1859 -4.0520 4.1938 0.073
C -2.1110 1.9365 -0.3310 -0.290
C -4.1839 -2.4314 -1.3039 -0.078
H 1.3159 -0.7995 -5.5590 0.068
H 2.3185 -2.8594 4.8196 0.079
H 2.0606 5.4204 1.8595 0.068
C 4.5427 1.9404 2.1090 -0.753
N 4.4481 -0.2478 0.6313 -0.375
F 2.1249 2.8371 -3.5882 0.114
C -3.9683 3.1142 -1.4014 -0.072
C -0.7912 -3.9992 1.9872 -0.528
C -1.4794 -4.4783 3.2650 -0.118
H -2.3887 -0.8761 -4.8339 0.069
H 0.8726 -2.7356 -5.1543 0.051
H 0.1055 5.6850 0.4294 0.082
S 3.8544 -0.1556 -0.7998 0.586
C -1.9820 -0.2040 1.8492 -0.323
H -1.9178 -2.9894 -3.7304 0.082
H 2.0235 -1.9885 -3.0425 0.078
H 0.1165 -4.5980 1.8325 0.101
C 1.3494 -2.9810 4.3326 -0.093
P 0.2012 3.2628 0.5912 1.071
C -1.4023 -0.8030 -5.2898 -0.100
H -0.7820 4.7133 3.9520 0.082
H 0.5868 -2.5993 5.0102 0.062
Si -1.2820 0.2386 0.1222 0.656
C -0.3846 -0.1570 -4.3517 -0.525
H 0.0537 -3.9205 -1.7490 0.066
C -1.5028 3.1910 -0.0962 -0.356
C -2.3518 -2.5614 -2.8391 -0.105
C -2.2254 -1.0225 -0.9655 -0.300
F 3.8839 2.6800 3.0051 0.123
H 1.5287 -1.1787 3.1862 0.093
H -0.7969 0.8113 -4.0542 0.084
C -3.6006 -2.9954 -2.4306 -0.072
F 6.2414 -0.6636 -1.6924 0.171
F 4.6092 -1.2484 -2.9981 0.160
P -0.1281 -2.2553 1.8728 1.105
H -3.3285 -0.8323 5.4501 0.103
C -1.8831 -1.3857 3.9660 -0.094
C 1.0102 5.1089 -1.4133 -0.113
H -1.7066 -5.5449 3.1757 0.081
H 0.7993 0.8594 -5.8488 0.095
H -1.6895 5.3281 -0.2967 0.094
H -1.1012 -1.7996 -5.6154 0.064
H 0.4345 1.3879 2.8617 0.053
O 3.7489 -2.4851 2.8514 -0.089
H -1.4199 -2.1180 4.6112 0.079
H 2.5276 -2.2500 1.1766 0.069
H 1.7291 0.4641 -4.4100 0.055
F -0.0911 2.8281 -3.3859 0.098
H -1.2054 1.9739 3.1202 0.061
H -2.6686 -3.7057 0.9623 0.071
H -1.9816 -5.3119 0.7440 0.083
Sc 1.1458 0.9878 -0.8779 0.651
```

**Total energy**: -150498.2046 eV
**Maximum force**: 0.8 eV/A
**Net charge**: 0
**Spin multiplicity**: 1



No. 2
C38H54F6Ge2N5O9PbS2 | the ωB97M-V functional and the def2-TZVPD basis

Geometry as XYZ:
```
117
Properties=species:S:1:pos:R:3:lowdin_charge:R:1
Ge -1.7845 0.4466 -1.8216 0.867
H 2.4136 -1.2115 8.2954 0.099
C 1.7501 0.3797 -3.2127 -0.351
H -4.5439 -3.5216 3.4910 0.064
H -3.4744 0.6831 -8.4888 0.096
H -0.9512 6.7208 -0.7053 0.090
C 1.8308 1.5310 -4.2093 -0.167
C 0.3056 3.6986 -0.3716 -0.456
H -5.4052 -1.0559 -1.9148 0.061
C -1.0159 -0.2338 6.8268 -0.036
F 4.0922 0.5014 -0.7525 0.122
H -1.9344 3.5451 -1.3983 0.031
O 1.5261 -3.1906 1.8017 -0.398
O 2.0301 -1.2912 -0.5864 -0.413
C 4.6291 -0.7192 -0.7193 -0.654
C 0.0118 5.0233 -2.3581 -0.033
O 0.4514 2.7090 -1.0639 0.050
C 2.6842 1.0678 2.3224 -0.442
H 0.7466 4.3533 -2.7982 0.082
S 3.2702 -2.0150 -0.7329 0.587
H 4.1036 0.8772 5.0810 0.096
H -2.6896 -5.3822 -0.3099 0.080
H -3.9755 -3.8114 1.4292 0.091
C 3.7758 -3.9151 2.8739 -0.676
C -0.2657 -0.3309 -6.6244 -0.060
O 2.6750 -5.1188 0.8225 -0.255
H 1.1017 2.6350 4.3121 0.100
H -1.4833 0.4913 8.7894 0.093
C -0.0613 -0.8295 6.0099 -0.146
H 2.7662 2.0844 -4.0850 0.066
H -2.8854 3.6830 0.0887 0.069
C -1.3384 0.1760 -5.8902 -0.227
F 5.0227 -4.2999 2.6012 0.137
C -3.7933 -2.7931 3.7908 -0.050
N -1.6551 -1.9589 2.9606 -0.094
H -1.8811 -4.3579 -1.5117 0.065
C -2.1992 -3.4017 0.3771 -0.500
O -1.0993 -2.7980 0.2024 -0.218
H -4.2843 -1.8342 3.9727 0.081
O 0.7908 2.3893 1.6396 -0.146
N -1.5020 -1.6105 4.3082 0.054
Ge 0.0137 -0.5549 -3.1144 0.914
H 0.7152 -0.1337 9.7386 0.091
H -1.9799 0.0171 6.4035 0.107
C -3.2404 -0.8951 -1.6520 -0.366
H 2.4004 0.4722 5.4164 0.066
C -2.6167 -4.3701 -0.7111 -0.025
H 2.1669 1.5547 0.3205 0.110
H -0.6347 3.7891 1.5520 0.135
Pb 0.0611 -1.2096 1.5025 1.525
H -1.2210 1.7837 0.2960 0.015
C -2.6559 3.0295 -0.7601 -0.166
F 5.3783 -0.8605 -1.8187 0.121
S 2.7672 -3.7880 1.3383 0.602
N 2.7278 1.4796 3.6129 -0.118
H -3.5950 -4.0959 -1.1111 0.077
H -1.5293 -0.1720 -9.7635 0.093
H 0.6281 -0.6454 -6.1003 0.090
H -4.6227 0.0482 -3.0466 0.052
H 0.2312 6.0487 -2.6530 0.088
C -1.2573 0.3015 -4.4176 -0.352
C 1.1768 -1.1706 6.5462 -0.056
C 1.4518 -0.9300 7.8841 -0.090
H 2.5208 -0.3710 -3.4086 0.057
C 0.1283 -2.5081 -3.1923 -0.352
H 0.5234 -0.8435 -8.5477 0.100
F 3.8177 -2.7568 3.5237 0.141
H 1.9267 0.7531 -2.2069 0.023
H -0.8871 -2.8841 -3.0523 0.040
O 0.6129 -0.8507 3.7324 -0.221
H -2.8639 1.1606 0.3163 0.063
H -3.3272 -3.0883 4.7265 0.067
F 3.2181 -4.8301 3.6719 0.134
C -3.0478 -3.2563 1.4691 -0.059
H 3.2899 -0.4335 4.1845 0.070
H 0.5968 6.6878 0.1506 0.092
H 2.6926 3.0104 5.0011 0.090
C -0.3339 -1.1111 4.5672 -0.499
H 1.9171 -1.6262 5.8996 0.112
H 2.7556 2.9442 1.2706 0.141
H 1.7919 1.1913 -5.2447 0.050
H -4.8667 0.5273 -1.3686 0.057
C -2.5636 0.4085 -7.9704 -0.097
H -3.2557 -1.2663 -0.6239 0.043
C 0.7524 -3.0629 -4.4713 -0.172
C -4.6062 -0.3158 -2.0164 -0.176
H -3.5723 2.9232 -1.3447 0.064
O 3.0998 -0.0187 1.9595 0.027
C -0.7357 0.0206 8.1622 -0.098
N 0.0713 4.9251 -0.9095 -0.150
C -2.0602 1.0845 -3.6721 -0.229
H -0.9726 4.7397 -2.7421 0.088
C 2.1676 2.7269 4.0883 -0.040
C -1.4754 -0.0740 -8.6865 -0.109
C -2.7599 -2.6265 2.7032 -0.333
H -3.3610 0.8742 -6.0402 0.100
H 1.0047 2.2323 -4.0725 0.050
H -2.7890 1.7666 -4.1129 0.051
F 5.4249 -0.8083 0.3367 0.139
N 3.6870 -2.8131 0.5483 -0.290
C -0.3269 -0.4490 -8.0051 -0.087
H 0.1480 -2.8351 -5.3519 0.050
C -2.1234 1.6700 -0.3059 -0.352
O 3.4619 -2.7265 -1.9635 -0.275
H 2.3041 3.5285 3.3640 0.074
H 0.7000 -2.8283 -2.3215 0.042
C -0.2794 6.0917 -0.1225 -0.051
C 0.4978 -0.3288 8.6956 -0.110
H -0.8101 5.8147 0.7861 0.081
C 0.3706 3.6264 1.1550 -0.146
H -3.0011 -1.7486 -2.2909 0.053
H 1.0145 4.4346 1.5354 0.128
C 3.1603 0.5441 4.6370 -0.037
C 2.1275 2.0416 1.2913 -0.100
C -2.4968 0.5247 -6.5915 -0.044
H 0.8579 -4.1488 -4.4126 0.067
H 1.7538 -2.6554 -4.6316 0.062
```

**Total energy**: -222416.8355 eV
**Maximum force**: 0.4 eV/A
**Net charge**: -1
**Spin multiplicity**: 1



No. 3
C38H55BHfN10O2S5 | the ωB97M-V functional and the def2-TZVPD basis

Geometry as XYZ:
```
112
Properties=species:S:1:pos:R:3:lowdin_charge:R:1
N 9.4260 6.0143 7.6625 0.224
N 9.4246 11.1593 15.4138 0.208
N 8.8169 10.5944 14.3962 -0.021
N 8.0550 7.7828 15.2991 0.196
H 12.4568 9.1733 17.0805 0.100
H 13.1011 5.8280 14.6180 0.084
O 9.3005 7.7981 8.9287 -0.311
H 13.0717 7.7351 17.9013 0.089
N 11.2965 8.2684 14.2914 0.216
C 7.7591 12.5471 13.5637 -0.215
C 11.4020 10.2847 13.0543 -0.559
C 7.7758 8.9869 6.6587 -0.084
H 8.3840 3.6405 13.2126 0.092
C 12.2271 10.7169 8.8625 -0.109
H 5.8134 7.8806 18.3231 0.075
H 7.1334 14.3010 12.4001 0.135
C 6.4113 7.9015 17.4405 -0.078
C 8.7892 13.1584 17.7523 -0.039
H 8.7914 8.8686 6.2233 0.096
Hf 9.1923 9.6233 10.1106 0.848
H 14.2346 12.0126 13.8247 0.080
H 11.5956 5.8880 15.4650 0.079
H 11.8511 12.4313 16.3287 0.080
C 13.4150 11.8751 13.1605 -0.033
N 10.7682 9.2394 13.5244 -0.010
H 7.0449 7.1508 9.4412 0.033
H 13.9708 9.9278 15.1757 0.116
H 13.3149 12.9874 7.5421 0.122
C 8.7011 6.7322 8.5471 -0.650
C 8.4599 13.1632 14.6064 0.110
H 4.5955 5.9795 17.2350 0.100
H 14.8151 6.8194 16.3820 0.092
C 13.5807 8.3785 9.1260 -0.018
H 5.8265 8.5984 16.7200 0.116
H 10.1804 12.3109 6.9860 0.083
S 6.8302 9.5490 9.2548 0.586
C 7.7003 5.5032 14.7214 0.083
C 10.3727 14.5955 16.3809 -0.042
H 9.4501 4.4228 12.1517 0.058
C 12.4261 8.0594 17.1199 -0.007
H 10.6597 15.0860 17.3306 0.111
H 11.6963 12.7481 18.0395 0.095
H 14.5806 13.9015 8.2049 0.139
C 7.5684 6.6165 15.6390 -0.171
C 7.3700 5.6205 18.0026 0.003
C 8.8541 6.9960 13.2359 -0.560
S 9.0489 11.8749 9.4849 0.530
C 8.3254 5.6643 13.5335 -0.240
H 14.9330 8.6107 16.2062 0.085
C 13.6072 10.7449 8.8584 -0.092
H 7.2060 4.5325 14.9272 0.146
C 8.5242 4.5375 12.6217 -0.065
C 12.9931 7.5864 15.8011 -0.573
C 12.2294 8.4618 9.2964 -0.167
H 11.2321 14.6851 15.7676 0.079
H 8.4921 14.2550 14.7103 0.130
H 7.2607 5.4405 8.8859 0.136
S 9.4266 7.2666 11.6355 0.760
N 8.7229 7.9068 14.1739 -0.046
H 11.4568 7.7279 17.3552 0.074
H 13.0511 5.6102 16.3548 0.080
N 11.5339 9.5476 9.1072 -0.018
H 14.9549 7.5327 14.7113 0.149
H 10.7668 10.6823 6.8310 0.058
H 5.8499 13.1777 13.1533 0.119
C 12.4386 8.5363 14.7771 -0.221
H 11.6497 11.6314 8.6631 0.077
C 14.3159 9.5449 9.0594 0.048
H 13.7875 11.7039 12.1499 0.084
H 9.0068 5.1551 7.3343 0.130
H 12.6660 12.6898 13.2175 0.082
C 7.9931 11.1590 13.5729 -0.391
C 12.6498 6.1320 15.5319 -0.028
H 10.9158 11.3392 17.3540 0.057
C 6.8412 13.2112 12.6497 -0.022
H 9.5808 15.2375 15.9982 0.080
S 10.7684 11.2975 11.7826 0.666
C 9.8432 11.2551 6.8187 -0.109
H 7.5807 4.6233 17.6455 0.070
O 15.5622 12.0036 9.4660 0.085
H 9.0872 13.6534 18.6831 0.100
H 15.4091 9.6097 9.0949 0.141
H 10.3594 6.2749 7.4345 0.118
H 7.2898 8.0911 6.9824 0.043
H 9.5018 11.1316 5.7731 0.096
H 13.9605 7.3963 9.1386 0.107
C 5.3035 5.9729 16.3884 -0.044
B 9.2464 9.2377 13.6811 -0.817
H 7.9603 13.7884 17.3011 0.113
C 9.2622 12.4399 15.5478 -0.158
H 7.7355 4.5821 11.8343 0.108
C 11.1710 12.3573 17.1782 -0.036
C 12.7366 10.5657 13.5001 -0.208
H 4.8585 6.4365 15.5673 0.069
S 7.7872 9.7720 12.4259 0.887
C 8.8397 10.9017 7.9183 -0.681
H 6.5601 5.5382 18.7127 0.078
C 6.6724 6.5170 16.8579 -0.519
C 14.5026 11.9740 8.8839 -0.532
C 9.9456 13.2064 16.7990 -0.530
H 8.3986 12.1283 17.9145 0.105
N 7.4987 6.4093 8.9416 0.215
H 7.1129 9.4133 5.8891 0.105
H 7.3717 8.4239 17.6275 0.081
H 5.3201 4.8661 16.2436 0.094
N 14.0156 13.0522 8.2874 0.182
H 11.6870 7.5221 9.3592 0.100
C 14.5004 7.6896 15.8021 -0.057
C 13.1862 9.7150 14.4880 0.090
C 7.8774 9.9437 7.8412 -0.723
H 6.8253 12.7292 11.6411 0.082
H 8.2724 6.1326 18.4327 0.102
```

**Total energy**: -115446.5359 eV
**Maximum force**: 3.9 eV/A
**Net charge**: +2
**Spin multiplicity**: 1



No. 4
C38H55BNO13 | the ωB97M-V functional and the def2-TZVPD basis

Geometry as XYZ:
```
108
Properties=species:S:1:pos:R:3:lowdin_charge:R:1
C 7.7460 2.1552 1.5872 -0.197
C -1.1620 9.3328 1.8467 0.067
H 3.6574 2.9136 0.9860 0.109
C -5.7734 -2.6231 -4.6949 -0.223
O -6.4249 -3.1823 -5.7151 0.066
H 4.5109 0.3319 6.4951 0.068
C 5.1836 -1.5181 3.5905 -0.193
H -3.5417 -1.0914 -1.1101 0.113
H 4.3181 -1.8326 5.5515 0.100
H 6.9583 -2.7076 3.9602 0.102
C -0.8404 0.1338 2.1010 -0.177
H -6.5717 -2.4326 -6.3368 0.115
H 0.7599 -3.1598 1.5905 0.031
O -0.8146 10.1481 -0.3427 0.093
H 6.1821 -3.0322 2.4311 0.103
H -11.5110 -4.8895 -7.3618 0.134
C -8.1817 -5.5281 -8.2503 -0.308
H -0.6180 -4.0754 -0.4511 0.060
C 8.5671 0.9621 2.1122 -0.203
C 7.8129 -0.0048 3.0448 -0.209
C 6.4660 -2.2220 3.1089 -0.204
C -0.8809 8.3215 2.6814 -0.233
C 2.8226 2.5949 2.9717 -0.209
H 0.7737 0.3033 3.5341 0.104
H -4.7563 0.6667 -4.0031 0.133
C 0.1924 8.0913 0.0782 -0.234
C 6.2676 1.8408 1.2878 -0.210
H -1.7649 10.1818 2.1355 0.132
H 7.1496 -1.1680 1.3444 0.105
C -4.8948 -0.3958 -3.8638 0.065
C -9.3887 -4.9512 -7.5373 -0.226
C -4.6417 -2.5381 -2.5799 -0.293
C 0.2693 2.3194 2.9226 -0.215
C 4.8656 0.2365 5.4660 -0.110
O -1.3002 8.2465 3.9326 0.117
C -0.6820 -3.1819 -1.0682 -0.015
H -1.2659 -3.4041 -1.9650 0.072
H 7.7992 2.9751 2.3108 0.103
C 0.7475 -2.0918 1.8567 -0.094
H 8.4228 -1.8985 2.2958 0.109
H 5.7874 0.8209 5.3935 0.062
H -1.6975 0.4582 2.7107 0.083
C 7.4808 -1.3414 2.3743 -0.220
C 0.4243 0.8137 2.6273 -0.251
C -2.2413 -3.4264 1.2571 -0.131
C -8.3879 -6.5366 -9.2701 0.073
H -2.6490 -3.9499 0.3886 0.062
C -10.8501 -6.2756 -8.9037 -0.317
H -1.0278 0.5225 1.0907 0.083
O 0.5995 8.1565 -1.1809 0.114
H -7.5208 -6.9606 -9.7563 0.134
C -5.3397 -3.2823 -3.6170 0.077
H 3.3019 3.2890 3.6736 0.109
C -1.2589 -1.9682 -0.3479 -0.564
H 6.0501 -1.5496 5.5764 0.096
H 6.9047 0.4646 3.4292 0.071
O -7.1026 -5.0959 -7.9026 0.117
H 1.0679 6.2238 0.6205 0.137
H 9.4416 1.3544 2.6400 0.098
C 5.2833 2.4042 2.3082 -0.231
H -0.9412 7.4039 4.2824 0.121
H 5.5246 3.4619 2.4774 0.116
H 4.1163 0.6852 4.8107 0.051
H 2.6327 1.6704 3.5225 0.084
N -1.7657 -2.0878 0.9153 -0.047
C -5.5679 -1.1368 -4.8858 -0.324
C -9.6419 -6.8885 -9.5815 -0.238
O -3.8255 -0.4428 -1.7881 0.145
C -4.4493 -1.0400 -2.7618 -0.221
H 1.3537 4.1796 2.8826 0.072
C -10.6448 -5.3000 -7.8609 0.068
H 8.2228 2.4990 0.6651 0.099
H 8.9611 0.3947 1.2613 0.104
H -1.4656 -4.0548 1.7160 0.074
O -1.2282 -0.9015 -0.9436 0.020
O -9.0830 -4.0947 -6.5787 0.120
O -11.9386 -6.6695 -9.2893 0.091
H 1.3471 -1.9792 2.7670 0.030
H 1.2888 -1.5759 1.0479 0.044
H -1.2268 -1.9375 3.1232 0.090
H 6.1342 0.7577 1.2058 0.096
C 3.8312 2.2766 1.8621 -0.213
H -8.1023 -4.0599 -6.5084 0.088
H 0.2433 8.9961 -1.5341 0.116
H -5.4820 -4.3447 -3.4785 0.133
H 5.9995 2.2616 0.3126 0.111
O -6.0110 -0.6785 -5.9329 0.076
C -0.0302 7.1380 2.2652 -0.300
O -4.2007 -3.0385 -1.5673 0.123
H 1.2103 0.7022 1.8690 0.101
H -3.0467 -3.3168 1.9870 0.078
H 5.3993 1.9018 3.2757 0.081
H 4.3394 -2.1620 3.3350 0.104
H 1.4629 3.2526 1.4017 0.105
H -0.6271 2.6868 2.4112 0.101
H -10.9377 -7.8248 -10.5074 0.116
O -9.9594 -7.7879 -10.5017 0.109
C -0.6378 9.2853 0.5008 -0.315
H 0.0935 2.4718 3.9954 0.106
C 5.1132 -1.2302 5.1063 -0.245
H 8.4421 -0.2158 3.9169 0.113
C 0.4779 7.0817 0.9115 0.082
H 0.3271 -2.9043 -1.3772 0.082
H 3.6718 1.2474 1.5162 0.113
C 1.4754 3.1650 2.4963 -0.214
B -0.7789 -1.5029 2.0506 -0.602
H 5.0298 -0.5869 3.0338 0.093
O 0.1706 6.2951 3.1179 0.109
```

**Total energy**: -69082.9798 eV
**Maximum force**: 0.8 eV/A
**Net charge**: -1
**Spin multiplicity**: 1